[1]
Formula: C62H50Br2N3O20
Source: the Open Molecules 2025 dataset
Level of theory: ωB97M-V/def2-TZVPD

Properties
LUMO level in eV: -6.03
E in a.u.: -9208.76224
Kohn-Sham gap in eV: 3.6

The geometry in ORCA input format:
```
! RIJCOSX wB97M-V def2-TZVPD def2/J DEFGRID3
* xyz 1 1
C 4.3294 1.2710 -2.6968
C 3.2311 1.3201 -3.6428
C 1.7895 0.9890 -3.2140
C 0.8219 2.0896 -3.1800
C 1.2938 3.5078 -3.6148
O 1.7005 4.2507 -2.7631
O 1.3405 3.9685 -4.9094
C -0.5540 1.8364 -2.7360
C -1.7262 2.8510 -2.6299
Br -1.2501 4.5650 -1.7809
C -2.5631 3.0182 -3.9999
C -3.4093 4.3431 -3.9959
Br -1.4923 2.7487 -5.6284
C -0.8749 0.4414 -2.3839
N 0.0402 -0.5771 -2.4613
C -0.4695 -1.9569 -2.1059
N -0.6602 -2.7171 -3.3465
C -2.0901 -3.0008 -3.6528
C 1.3545 -0.3619 -2.8398
C 2.3517 -1.5506 -2.8949
O 2.7158 -2.0406 -1.5683
N 2.8879 -0.9559 -0.7118
O 2.3869 -1.2066 0.3198
H 5.0058 0.3902 -2.5655
H 4.5286 2.2102 -2.1111
H 3.4995 1.6020 -4.6964
H 1.2061 3.1674 -5.4614
H -2.4720 2.3818 -1.9262
H -3.3151 2.1790 -3.9806
H -2.8128 5.2602 -4.2067
H -3.9032 4.4199 -2.9853
H -4.2621 4.2402 -4.7254
H -1.9214 0.2094 -2.0744
H 0.3488 -2.4159 -1.4868
H -1.3754 -1.9024 -1.4559
H -0.2926 -2.2091 -4.1517
H -2.4154 -2.4728 -4.5957
H -2.2660 -4.0932 -3.8563
H -2.7991 -2.7254 -2.8292
H 1.9511 -2.4491 -3.4395
H 3.3047 -1.2302 -3.3877
C 3.3344 -7.3536 -0.8519
C 3.7175 -7.5165 0.4141
C 4.0283 -6.3553 1.2772
O 4.3798 -6.5014 2.4319
C 3.8960 -5.0044 0.6818
C 3.5134 -4.8424 -0.5830
C 3.2027 -6.0048 -1.4458
O 2.8512 -5.8516 -2.6017
H 3.1049 -8.1861 -1.4936
H 3.8189 -8.4969 0.8662
H 4.1269 -4.1666 1.3287
H 3.4105 -3.8651 -1.0392
C 1.6544 8.6263 2.2702
C 0.3362 8.8128 2.3279
C -0.5689 8.2095 1.3251
O -1.7716 8.3791 1.3738
C 0.0452 7.3896 0.2561
C 1.3615 7.2021 0.1965
C 2.2677 7.8062 1.2008
O 3.4696 7.6338 1.1483
H 2.3326 9.0603 2.9952
H -0.1296 9.4085 3.1030
H -0.6331 6.9562 -0.4678
H 1.8268 6.6056 -0.5794
C 7.3254 9.4411 5.4335
C 6.0082 9.6280 5.4917
C 5.1028 9.0244 4.4883
O 3.8993 9.1967 4.5403
C 5.7155 8.2041 3.4187
C 7.0331 8.0173 3.3608
C 7.9398 8.6205 4.3639
O 9.1400 8.4490 4.3129
H 8.0031 9.8749 6.1578
H 5.5423 10.2238 6.2666
H 5.0373 7.7704 2.6941
H 7.4986 7.4215 2.5858
C -5.0991 -5.9904 -5.6511
C -5.7165 -7.1640 -5.7725
C -6.6513 -7.6512 -4.7315
O -7.2123 -8.7198 -4.8397
C -6.8731 -6.7818 -3.5525
C -6.2550 -5.6085 -3.4326
C -5.3214 -5.1228 -4.4730
O -4.7574 -4.0490 -4.3645
H -4.4125 -5.6185 -6.4012
H -5.5663 -7.8108 -6.6276
H -7.5597 -7.1529 -2.8022
H -6.4049 -4.9610 -2.5777
C 4.3404 -12.1036 -2.4700
C 5.1621 -12.8103 -3.2439
C 6.2898 -12.1663 -3.9562
O 7.0377 -12.8080 -4.6627
C 6.4687 -10.7070 -3.7730
C 5.6467 -10.0014 -2.9991
C 4.5198 -10.6460 -2.2877
O 3.7700 -10.0023 -1.5791
H 3.5107 -12.5567 -1.9422
H 5.0462 -13.8771 -3.3879
H 7.2983 -10.2532 -4.3003
H 5.7624 -8.9343 -2.8546
C -3.9671 9.6075 3.4131
C -4.6096 8.4515 3.2642
C -5.5843 7.9799 4.2720
O -6.1705 6.9221 4.1373
C -5.8201 8.8423 5.4521
C -5.1777 9.9993 5.6021
C -4.2014 10.4717 4.5928
O -3.6164 11.5264 4.7270
H -3.2508 9.9663 2.6859
H -4.4500 7.8088 2.4075
H -6.5375 8.4806 6.1783
H -5.3369 10.6422 6.4586
C -9.1761 6.4423 3.8639
C -9.8124 6.9239 2.7967
C -11.2907 6.9743 2.7400
O -11.8705 7.4113 1.7664
C -12.0367 6.4703 3.9162
C -11.4024 5.9888 4.9836
C -9.9229 5.9384 5.0402
O -9.3445 5.5012 6.0142
H -8.0934 6.3977 3.9214
H -9.2834 7.2971 1.9285
H -13.1169 6.5157 3.8575
H -11.9321 5.6159 5.8514
C 4.5525 -12.1652 3.5621
C 4.9352 -12.3279 4.8271
C 5.2464 -11.1654 5.6912
O 5.5971 -11.3132 6.8432
C 5.1139 -9.8166 5.0944
C 4.7310 -9.6540 3.8291
C 4.4202 -10.8164 2.9664
O 4.0684 -10.6694 1.8107
H 4.3217 -13.0028 2.9159
H 5.0365 -13.3065 5.2792
H 5.3445 -8.9789 5.7403
H 4.6297 -8.6743 3.3769
*
```

[2]
Formula: C52H134BN12O21
Source: the Open Molecules 2025 dataset
Level of theory: ωB97M-V/def2-TZVPD

Properties
LUMO level in eV: 1.88
E in a.u.: -4323.57222
Relative energy (zero: lowest compared OMol25 entry of this formula, charge and spin) in kJ/mol: 0.0
Kohn-Sham gap in eV: 8.7

The geometry in ORCA input format:
```
! RIJCOSX wB97M-V def2-TZVPD def2/J DEFGRID3
* xyz -1 1
O -2.1092 -2.1164 -2.5272
C -1.3710 -1.1939 -2.2771
O -0.0872 -1.2810 -1.8776
B 0.4475 0.0126 -1.3677
O -0.6399 0.9511 -1.7147
C -1.7412 0.2897 -2.2046
O -2.8532 0.6872 -2.4979
O 1.8535 0.3251 -1.7343
C 2.6350 0.3951 -0.7212
O 3.8011 0.7034 -0.8138
C 1.7843 0.2190 0.5569
O 0.5313 -0.0804 0.1268
O 2.1691 0.4231 1.7106
C 5.9411 -1.1284 1.9236
C 6.1353 -2.6238 1.4185
C 4.8851 -3.1358 0.7106
O 3.9993 -3.2496 1.7582
C 2.6780 -3.6547 1.3561
N 7.1982 -2.5742 0.4543
H 5.4472 -0.4763 1.2032
H 6.7587 -0.5644 2.3724
H 5.1506 -1.1874 2.6718
H 6.3363 -3.2961 2.2526
H 5.0353 -4.0763 0.1806
H 4.3622 -2.3905 0.1113
H 2.1736 -2.8887 0.7671
H 2.0690 -3.8852 2.2302
H 2.6422 -4.5147 0.6873
H 6.8004 -1.9449 -0.2282
H 7.9995 -2.0084 0.6947
C 0.3069 -6.4943 -1.1807
C -0.5813 -6.5109 0.1105
C -1.3187 -5.1466 0.2713
O -0.3539 -4.3140 0.9496
C -0.7824 -3.0686 1.1697
N -1.5195 -7.5277 -0.1539
H -0.3801 -6.3451 -2.0136
H 0.7991 -7.4441 -1.3899
H 1.0904 -5.7418 -1.0911
H 0.1620 -6.6999 0.8851
H -2.2045 -5.3825 0.8610
H -1.6582 -4.6794 -0.6531
H -0.1336 -2.3429 1.6603
H -1.6929 -3.1720 1.7600
H -1.1121 -2.6098 0.2376
H -2.2500 -7.1728 -0.7543
H -1.2149 -8.2713 -0.7657
C -1.3712 1.1220 -5.8274
C -2.5693 1.8503 -6.3831
C -3.4967 0.9462 -7.2355
O -2.9262 0.6476 -8.4553
C -3.7631 -0.1019 -9.3125
N -3.3252 2.1385 -5.1797
H -0.7612 0.8590 -6.6916
H -1.6213 0.2035 -5.2966
H -0.7899 1.7244 -5.1294
H -2.2594 2.7515 -6.9120
H -4.4304 1.4890 -7.3825
H -3.7160 0.0444 -6.6640
H -3.2515 -0.3054 -10.2532
H -4.6762 0.4721 -9.4708
H -4.1017 -1.0500 -8.8946
H -2.8817 2.7491 -4.5084
H -3.3917 1.3438 -4.5599
C -9.6509 -1.6790 -0.6298
C -9.3560 -0.7920 -1.8696
C -7.7835 -0.5608 -2.1513
O -7.5783 0.1932 -3.3572
C -6.3984 -0.1440 -4.0674
N -10.0442 -1.3507 -3.0177
H -10.7045 -1.8082 -0.3824
H -9.2066 -1.3396 0.3059
H -9.1595 -2.6519 -0.6455
H -9.6331 0.2475 -1.6945
H -7.1344 -1.4312 -2.2476
H -7.2645 -0.1572 -1.2820
H -5.5580 0.0114 -3.3908
H -6.3435 0.4436 -4.9837
H -6.3514 -1.1999 -4.3337
H -9.7869 -0.8352 -3.8473
H -10.9899 -1.0233 -2.8817
C 1.4301 -0.5021 8.6522
C 1.8171 -1.7701 7.9351
C 2.2403 -1.5060 6.4244
O 1.1284 -1.0931 5.6401
C 1.4835 -0.5346 4.3799
N 2.9129 -2.3972 8.6969
H 2.2079 0.2457 8.8063
H 0.9975 -0.8523 9.5894
H 0.6285 -0.0490 8.0689
H 0.8846 -2.3341 7.9155
H 2.7277 -2.4249 6.0987
H 2.9478 -0.6817 6.3341
H 2.2792 -1.0740 3.8662
H 1.7889 0.5069 4.4802
H 0.6939 -0.5842 3.6301
H 2.3498 -2.6454 9.4978
H 3.1052 -3.3337 8.3712
C 3.9632 4.2314 1.2506
C 4.9231 3.4216 2.1793
C 4.3036 2.7105 3.4724
O 5.3401 2.2518 4.3472
C 4.9550 2.1256 5.7266
N 5.5139 2.4503 1.3262
H 3.4101 5.0177 1.7642
H 3.1868 3.6429 0.7615
H 4.4643 4.7608 0.4403
H 5.6894 4.1453 2.4570
H 3.6005 1.9819 3.0689
H 3.6950 3.4487 3.9946
H 5.7977 1.8148 6.3442
H 4.0509 1.5237 5.8182
H 4.6164 3.0932 6.0971
H 4.7746 1.7871 1.1426
H 6.1034 1.8769 1.9126
C -4.0403 -3.8417 3.2803
C -5.3864 -3.4535 2.6762
C -5.3068 -2.9750 1.1934
O -4.3904 -1.8702 0.9845
C -4.5663 -1.4461 -0.3414
N -6.1828 -4.6373 2.8154
H -3.6401 -4.7450 2.8199
H -4.1374 -3.9341 4.3621
H -3.2956 -3.0656 3.1038
H -5.8610 -2.6008 3.1616
H -6.3659 -2.7664 1.0427
H -4.9791 -3.7801 0.5356
H -3.9536 -0.5937 -0.6349
H -5.6034 -1.2030 -0.5724
H -4.1779 -2.1311 -1.0950
H -5.6050 -5.3293 2.3601
H -6.0649 -4.7871 3.8073
C -3.7714 -0.8978 5.2516
C -2.2646 -0.7698 5.0582
C -1.8257 0.6465 4.7367
O -2.2552 1.2370 3.5241
C -1.8440 0.5471 2.3393
N -1.5825 -1.2363 6.2201
H -4.0906 -1.8812 5.5968
H -4.1883 -0.9098 4.2445
H -4.1508 -0.1194 5.9136
H -1.9901 -1.4538 4.2552
H -0.7464 0.7925 4.7801
H -2.2139 1.2816 5.5330
H -2.5500 -0.2693 2.1876
H -0.8041 0.2266 2.4022
H -1.9215 1.2938 1.5490
H -1.6838 -2.2352 6.3299
H -0.5818 -1.1311 6.1331
C -0.5803 7.4803 4.8858
C -0.3562 6.7887 3.5517
C -0.4002 5.2335 3.6497
O 0.3626 4.5992 2.6133
C 0.4683 3.2135 2.6665
N -1.4308 7.3822 2.8348
H -1.5376 7.3083 5.3777
H -0.5409 8.5600 4.7415
H 0.2411 7.1840 5.5382
H 0.6402 7.1487 3.2953
H -1.4480 4.9368 3.6971
H -0.0218 4.8271 4.5877
H -0.4962 2.7699 2.4193
H 0.8135 2.6689 3.5453
H 1.0782 2.8694 1.8312
H -2.2825 7.0621 3.2733
H -1.5301 6.9710 1.9176
C 0.3381 3.9137 -0.7946
C 0.1006 4.5836 -2.1222
C -0.8611 3.8223 -2.9871
O -1.2991 4.5865 -4.1320
C -0.2754 4.9923 -5.0906
N -0.4086 5.9387 -1.8621
H 0.8929 4.5646 -0.1189
H 0.9711 3.0288 -0.8603
H -0.4963 3.5585 -0.1899
H 1.0558 4.6019 -2.6469
H -1.7206 3.4986 -2.4000
H -0.4123 2.9202 -3.4028
H 0.6099 5.3839 -4.5894
H -0.6058 5.8711 -5.6443
H 0.0404 4.1355 -5.6857
H -0.5838 6.3771 -2.7549
H 0.3322 6.4577 -1.4128
C 5.5178 -3.2582 -3.1863
C 4.5605 -2.4025 -3.8711
C 3.1221 -2.3214 -3.3586
O 2.4684 -3.5499 -3.6164
C 1.2157 -3.5761 -3.0078
N 5.1387 -1.0822 -4.0361
H 6.4861 -3.2415 -3.6865
H 5.1152 -4.2696 -3.1311
H 5.6239 -2.9029 -2.1613
H 4.5989 -2.7652 -4.8983
H 2.5156 -1.5611 -3.8506
H 3.1761 -2.0015 -2.3180
H 0.8886 -4.6102 -3.1156
H 0.5662 -2.9166 -3.5834
H 1.2727 -3.3764 -1.9377
H 4.4725 -0.4890 -4.5099
H 5.2722 -0.7422 -3.0944
C 3.5651 3.2773 -2.7360
C 3.8492 2.1800 -3.7213
C 2.6494 1.7607 -4.5691
O 3.0289 0.5919 -5.2768
C 2.0110 0.2094 -6.1979
N 5.0009 2.6253 -4.5432
H 4.4956 3.6630 -2.3194
H 2.9748 3.0217 -1.8560
H 3.0162 4.1126 -3.1708
H 4.1444 1.2889 -3.1673
H 2.4163 2.5066 -5.3290
H 1.7724 1.5102 -3.9721
H 2.3308 -0.4617 -6.9951
H 1.6037 1.0996 -6.6772
H 1.2217 -0.3654 -5.7134
H 5.7613 2.5810 -3.8799
H 5.2022 1.9095 -5.2267
O 6.5255 0.1136 -1.2440
H 5.6904 0.5803 -1.2756
H 7.1702 0.7892 -1.0340
*
```

[3]
Formula: C18H25NO3
Source: the Open Molecules 2025 dataset
Level of theory: ωB97M-V/def2-TZVPD

Properties
LUMO level in eV: 0.60
E in a.u.: -981.44301
Relative energy (zero: lowest compared OMol25 entry of this formula, charge and spin) in kJ/mol: 0.0
Kohn-Sham gap in eV: 10.1
SMILES string: C[C@@H](c1ccccc1)[C@H](CC(=O)O)C(=O)NC1CCCCC1

The geometry in ORCA input format:
```
! RIJCOSX wB97M-V def2-TZVPD def2/J DEFGRID3
* xyz 0 1
C -2.3646 -0.2450 -2.2264
C -2.6010 -0.3648 -0.7222
C -2.0290 -1.6291 -0.1237
C -2.5375 -2.0851 1.0902
C -2.0240 -3.2160 1.6983
C -0.9892 -3.9154 1.0998
C -0.4811 -3.4775 -0.1105
C -0.9962 -2.3445 -0.7178
C -2.0599 0.8736 0.0471
C -2.7628 2.1574 -0.4203
C -2.4426 3.3282 0.5028
O -3.1989 3.7100 1.3532
O -1.2610 3.9059 0.3021
C -0.5471 1.0077 -0.1269
O -0.0547 1.8380 -0.8823
N 0.1762 0.1736 0.6285
C 1.6344 0.1065 0.6399
C 2.2420 1.4321 1.1049
C 3.7618 1.3187 1.1661
C 4.3216 0.9350 -0.2001
C 3.7100 -0.3794 -0.6746
C 2.1896 -0.2718 -0.7347
H -2.6039 -1.1856 -2.7173
H -3.0057 0.5239 -2.6493
H -1.3322 0.0161 -2.4458
H -3.6839 -0.3872 -0.5487
H -3.3503 -1.5486 1.5602
H -2.4350 -3.5541 2.6380
H -0.5868 -4.7993 1.5711
H 0.3208 -4.0216 -0.5877
H -0.5860 -2.0209 -1.6610
H -2.2711 0.7281 1.1124
H -3.8424 2.0051 -0.4071
H -2.4387 2.4039 -1.4327
H -0.7170 3.3942 -0.3398
H -0.3183 -0.4943 1.1979
H 1.8963 -0.6791 1.3573
H 1.9605 2.2142 0.3998
H 1.8394 1.6954 2.0852
H 4.0426 0.5602 1.9011
H 4.1854 2.2709 1.4893
H 4.0870 1.7222 -0.9192
H 5.4078 0.8411 -0.1450
H 3.9904 -1.1806 0.0139
H 4.0974 -0.6365 -1.6622
H 1.7561 -1.2226 -1.0521
H 1.9017 0.4971 -1.4521
*
```